1.
ORCA calculation (ωB97M-V/def2-TZVPD) on a structure of composition C37H36BrIrN5P2S5 at a distorted geometry.

Element x y z (Å)
Ir1 -0.43049 -0.38895 -0.20267
S1 -1.16623 -0.62994 2.49616
P1 -0.45698 1.26309 2.59477
C1 -0.10048 1.49874 0.89869
P2 0.66289 2.67027 -0.14919
S2 0.64945 1.49335 -1.80907
C2 2.35401 3.23004 0.19973
C3 2.55345 4.30287 1.06268
C4 3.83883 4.75567 1.28964
C5 4.91687 4.12495 0.68476
C6 4.71108 3.05916 -0.17635
C7 3.42754 2.60995 -0.42664
C8 -0.27640 4.15362 -0.59502
C9 0.37467 5.20470 -1.23213
C10 -0.36982 6.24866 -1.75164
C11 -1.75421 6.22287 -1.66580
C12 -2.39559 5.17011 -1.03030
C13 -1.66117 4.13072 -0.49016
C14 1.05021 1.24583 3.61796
C15 2.28694 1.07473 3.00856
C16 3.42653 1.03144 3.79152
C17 3.32389 1.13184 5.17086
C18 2.08316 1.25929 5.77586
C19 0.93734 1.32033 5.00182
C20 -1.67664 2.31444 3.44256
C21 -2.82190 1.72834 3.96914
C22 -3.73787 2.50868 4.65280
C23 -3.50808 3.86545 4.80418
C24 -2.35694 4.44409 4.29118
C25 -1.43410 3.67344 3.60697
H1 1.70436 4.78605 1.52591
H2 3.99861 5.61194 1.92427
H3 5.91794 4.47304 0.88272
H4 5.55095 2.59236 -0.66837
H5 3.25749 1.79906 -1.12135
H6 1.45184 5.20172 -1.32157
H7 0.12989 7.07322 -2.23806
H8 -2.32934 7.02273 -2.10656
H9 -3.47150 5.14518 -0.96216
H10 -2.14456 3.30448 0.01609
H11 2.34760 0.97806 1.93053
H12 4.39292 0.90541 3.32856
H13 4.21562 1.09969 5.77758
H14 2.00977 1.30026 6.85125
H15 -0.03464 1.42356 5.46253
H16 -2.97705 0.66573 3.84825
H17 -4.62829 2.06250 5.07063
H18 -4.22625 4.47719 5.32723
H19 -2.17679 5.49741 4.43715
H20 -0.52808 4.11916 3.21841
C26 -4.96921 3.29083 1.35994
C27 -5.12107 1.76827 1.30470
C28 -4.27318 1.21415 0.22918
N1 -3.12765 0.67258 0.39081
N2 -2.53107 0.26237 -0.73528
C29 -3.22637 0.51241 -1.82447
N3 -2.86296 0.16376 -3.05372
S3 -4.73868 1.31601 -1.47275
H21 -5.62098 3.68824 2.13098
H22 -5.25247 3.73020 0.40484
H23 -3.94553 3.57295 1.59808
H24 -6.16559 1.52216 1.11030
H25 -4.82029 1.32076 2.25220
H26 -1.97368 -0.28625 -3.20426
H27 -3.42897 0.40539 -3.84878
S4 0.22468 -1.79051 -2.45073
C30 1.88686 -1.96566 -2.42632
N4 2.50056 -3.04540 -2.88620
C31 3.92754 -3.17812 -2.69712
C32 4.45257 -1.83667 -2.18562
S5 2.99820 -0.79893 -1.79933
H28 1.97274 -3.80767 -3.28422
H29 4.40179 -3.45163 -3.64264
H30 4.11779 -3.97667 -1.97280
H31 5.04347 -1.31128 -2.93373
H32 5.02444 -1.93675 -1.26653
Br1 1.38935 -2.51147 1.01358
C33 -0.24782 -3.40157 0.64171
C34 -0.39428 -4.75558 0.86075
C35 -1.60644 -5.32866 0.50066
C36 -2.59186 -4.52475 -0.05092
C37 -2.34212 -3.17357 -0.21035
N5 -1.18199 -2.61867 0.12430
H33 0.40393 -5.34068 1.28308
H34 -1.77083 -6.38442 0.64294
H35 -3.53509 -4.94400 -0.36131
H36 -3.08005 -2.50636 -0.62965

## Properties
Frontier orbital gap (alpha / beta) in eV: 7.6107 / 6.0106
2S+1: 6
Calculated total energy in Ha: -7056.78006
Net charge: +2
Energy relative to the best compared isomer or geometry (same formula, charge and spin) in kcal/mol: 15.91


2.
ORCA calculation (ωB97M-V/def2-TZVPD) on the molecule C7H12.

Element x y z (Å)
C1 -0.36218 2.52815 2.61961
C2 0.25808 2.08794 1.32213
C3 -0.28859 1.54226 0.26445
C4 -0.65303 0.82173 -0.76678
C5 -0.63415 -0.68986 -0.71681
C6 0.60641 -1.28681 -1.38683
C7 0.55369 -2.81160 -1.43461
H1 -1.45306 2.48767 2.64332
H2 -0.04454 3.54831 2.85866
H3 0.00745 1.88570 3.42818
H4 1.34566 2.18010 1.30915
H5 -0.94812 1.27985 -1.71065
H6 -0.66294 -1.00539 0.33160
H7 -1.53061 -1.10610 -1.19542
H8 1.48577 -0.94990 -0.82543
H9 0.71639 -0.88635 -2.40357
H10 0.50929 -3.23529 -0.42474
H11 -0.33572 -3.15488 -1.97683
H12 1.43020 -3.23553 -1.93543

## Properties
Frontier orbital gap in eV: 10.2976
Calculated total energy in Ha: -273.85689
Structure (SMILES): CC=C=CCCC
Energy relative to the best compared isomer or geometry (same formula, charge and spin) in kcal/mol: 32.42


3.
ORCA calculation (ωB97M-V/def2-TZVPD) on the molecule C12H15FN4O at a distorted geometry.

Element x y z (Å)
C1 -1.79489 3.62701 -0.33439
C2 -1.24788 3.71198 1.08639
C3 -0.43169 2.46949 1.39274
N1 -1.38991 1.34582 1.43788
C4 -1.00982 0.03774 1.29129
N2 0.26568 -0.24436 1.28307
C5 0.73073 -1.60742 1.03535
C6 1.34654 -1.70249 -0.33024
C7 2.54190 -2.44445 -0.51213
C8 3.14477 -2.57909 -1.77249
C9 2.60830 -1.95096 -2.91671
F1 3.28704 -2.04165 -4.08816
C10 1.44418 -1.19810 -2.78670
C11 0.83811 -1.08698 -1.50879
N3 -0.32157 -2.56745 1.08554
C12 -1.61696 -2.16933 1.06787
O1 -2.43313 -3.07497 1.17479
N4 -1.97987 -0.88368 1.10386
H1 -2.34926 4.52599 -0.52132
H2 -2.42411 2.76560 -0.49933
H3 -0.90415 3.55184 -0.99136
H4 -0.62895 4.58000 1.16632
H5 -2.07994 3.86845 1.77210
H6 0.32145 2.29745 0.59677
H7 0.08006 2.60589 2.37733
H8 -2.34724 1.52224 1.17947
H9 1.46856 -1.86939 1.80383
H10 2.99656 -2.93302 0.36023
H11 4.05449 -3.15319 -1.92035
H12 1.01190 -0.72739 -3.69505
H13 -0.10345 -0.52594 -1.39541
H14 -0.15820 -3.45151 0.64310
H15 -2.91923 -0.69811 1.41449

## Properties
Frontier orbital gap in eV: 9.4996
Calculated total energy in Ha: -860.41961
Structure (SMILES): CCCNC1=N[C@H](c2ccc(F)cc2)NC(=O)N1
Energy relative to the best compared isomer or geometry (same formula, charge and spin) in kcal/mol: 0.00


4.
ORCA calculation (ωB97M-V/def2-TZVPD) on a structure of composition C44H45BiBr2N4P2S2Si at a distorted geometry.

Element x y z (Å)
Bi1 -0.63206 1.05494 -1.62538
S1 -4.11765 -0.14207 -1.24721
P1 -2.92246 -0.56148 0.24942
C1 -1.15206 -0.50742 -0.03948
P2 -0.32098 -1.94442 -0.66261
S2 0.89504 -1.44313 -2.14549
C2 -1.41362 -3.32560 -1.11955
C3 -1.58496 -4.42738 -0.28475
C4 -2.43124 -5.45491 -0.67104
C5 -3.11031 -5.37944 -1.87849
C6 -2.94222 -4.27889 -2.70767
C7 -2.09250 -3.25052 -2.33247
C8 0.69717 -2.65390 0.68088
C9 1.84964 -3.36848 0.36223
C10 2.62351 -3.92690 1.36868
C11 2.24753 -3.78483 2.69758
C12 1.09905 -3.07659 3.02006
C13 0.33147 -2.50924 2.01360
C14 -3.25546 0.57427 1.64393
C15 -2.44615 1.67746 1.87459
C16 -2.80586 2.63090 2.81727
C17 -3.96904 2.47411 3.55243
C18 -4.77501 1.36334 3.34068
C19 -4.43107 0.42646 2.38124
C20 -3.38655 -2.17093 0.97692
C21 -3.00988 -2.52143 2.27162
C22 -3.44173 -3.71758 2.82130
C23 -4.27068 -4.55770 2.09035
C24 -4.66918 -4.19824 0.81135
C25 -4.22625 -3.00939 0.25239
H1 -1.05666 -4.48148 0.65745
H2 -2.56204 -6.31122 -0.02185
H3 -3.77389 -6.18291 -2.17310
H4 -3.46736 -4.22463 -3.65255
H5 -1.94942 -2.39031 -2.97708
H6 2.14130 -3.46930 -0.67497
H7 3.52463 -4.46888 1.11218
H8 2.85224 -4.22228 3.48174
H9 0.80775 -2.95478 4.05610
H10 -0.55321 -1.93738 2.25319
H11 -1.50663 1.76978 1.34522
H12 -2.17578 3.49876 2.96816
H13 -4.24792 3.21749 4.28842
H14 -5.67905 1.23033 3.92154
H15 -5.07852 -0.42204 2.19910
H16 -2.41436 -1.83429 2.85966
H17 -3.14698 -3.98879 3.82736
H18 -4.61597 -5.48654 2.52685
H19 -5.32631 -4.84675 0.24592
H20 -4.53580 -2.71379 -0.74140
Br1 -1.60040 4.31554 -0.54172
C26 -2.14149 2.78432 -1.60467
Br2 -1.62572 0.44584 -3.96159
H21 -2.19678 3.13222 -2.63330
H22 -3.11289 2.44846 -1.26458
C27 1.91231 2.89456 1.51809
N1 1.39332 1.52867 1.36753
C28 0.88919 1.09756 2.68172
N2 1.92322 1.13701 3.71738
C29 2.42307 2.51102 3.80402
N3 2.96853 2.98191 2.52792
C30 4.04846 2.07017 2.13417
N4 3.58973 0.68500 2.01232
C31 2.51834 0.64601 1.01446
C32 3.02993 0.27236 3.29954
H23 1.08711 3.55406 1.80064
H24 2.31868 3.22865 0.56043
H25 0.50936 0.08032 2.58412
H26 0.07254 1.75263 2.98444
H27 3.20733 2.55589 4.56288
H28 1.60380 3.16823 4.10476
H29 4.84055 2.11821 2.88516
H30 4.45200 2.39190 1.17211
H31 2.14851 -0.37751 0.92528
H32 2.92745 0.95474 0.05409
H33 3.81626 0.30831 4.05750
H34 2.66703 -0.75363 3.21548
C33 5.74373 1.51163 -1.78027
C34 5.29394 2.78922 -1.47597
C35 3.96388 3.12044 -1.67953
C36 3.06440 2.18193 -2.19428
C37 3.53763 0.90966 -2.52212
C38 4.86592 0.57611 -2.30931
Si1 1.31092 2.73817 -2.46662
C39 0.80935 3.01957 -4.22965
C40 0.00064 4.11305 -4.54765
C41 -0.41488 4.32271 -5.85257
C42 -0.02853 3.44093 -6.85205
C43 0.77993 2.35371 -6.54829
C44 1.19525 2.14237 -5.24564
H35 6.77781 1.24663 -1.60181
H36 5.97663 3.52653 -1.07302
H37 3.61816 4.11829 -1.42941
H38 2.86348 0.16359 -2.92090
H39 5.21250 -0.42035 -2.55103
H40 0.99610 3.91385 -1.64494
H41 -0.30339 4.80360 -3.76763
H42 -1.04244 5.17266 -6.08765
H43 -0.35907 3.60149 -7.87009
H44 1.07593 1.66298 -7.32715
H45 1.82017 1.28674 -5.01500

## Properties
Frontier orbital gap in eV: 6.3998
Calculated total energy in Ha: -9053.93270
Energy relative to the best compared isomer or geometry (same formula, charge and spin) in kcal/mol: 24.52